Record 1
The molecule C7H16N2 in a non-equilibrium geometry. Source: the OMol25 dataset; level of theory: wB97M-V/def2-TZVPD.

The geometry in XYZ format:
```
25
Properties=species:S:1:pos:R:3:forces:R:3:mulliken_charge:R:1
C 0.831 -1.656 1.057 0.987 0.372 0.027 -1.19
C 1.221 -0.671 0.239 -0.300 -1.441 -0.150 0.34
C 2.374 -0.820 -0.710 0.090 -0.074 0.139 -1.37
C 0.369 0.544 0.114 -2.868 -0.378 0.638 1.38
C 0.463 1.390 1.381 -0.163 0.020 -0.340 -1.80
N 0.707 1.348 -1.012 -0.162 -0.026 -0.151 -0.60
N -1.202 -0.155 0.116 1.622 0.735 0.334 0.11
C -2.346 0.686 0.402 0.600 0.344 -0.174 -1.07
C -1.473 -0.958 -1.055 0.349 0.289 -0.039 -1.11
H 1.360 -2.599 1.080 0.245 -0.014 0.046 0.34
H 0.044 -1.537 1.782 -0.322 0.009 -0.224 0.28
H 2.037 -0.951 -1.742 -0.044 0.083 -0.056 0.25
H 2.962 -1.699 -0.454 0.075 0.034 0.037 0.44
H 3.001 0.073 -0.685 0.072 -0.100 -0.050 0.34
H 1.506 1.646 1.566 0.001 -0.036 -0.026 0.39
H 0.076 0.838 2.228 -0.040 -0.098 0.153 0.34
H -0.098 2.318 1.276 -0.080 0.102 0.002 0.45
H 0.653 0.853 -1.892 -0.066 0.057 0.013 0.25
H 0.162 2.199 -1.055 -0.032 -0.074 -0.030 0.27
H -2.541 1.432 -0.390 -0.117 0.070 0.071 0.32
H -2.212 1.194 1.352 -0.003 0.184 0.068 0.30
H -3.243 0.067 0.500 0.097 -0.049 -0.087 0.35
H -1.724 -0.350 -1.936 -0.053 0.038 -0.191 0.31
H -0.603 -1.567 -1.297 -0.030 -0.125 -0.021 0.31
H -2.324 -1.625 -0.865 0.142 0.080 0.010 0.35
```
Positions in Å, forces in eV/Å.

- frontier orbital gap (eV) = 8.831
- LUMO level (Ha) = 0.0343



Record 2
The molecule C7H16N2O in a non-equilibrium geometry. Source: the OMol25 dataset; level of theory: wB97M-V/def2-TZVPD.

The geometry in XYZ format:
```
26
Properties=species:S:1:pos:R:3:forces:R:3:mulliken_charge:R:1
C -0.730 -2.161 0.767 -0.019 -0.086 -0.216 -0.94
N -0.725 -0.914 0.027 0.459 0.087 0.840 0.13
C -2.011 -0.245 0.110 0.190 -0.130 0.066 -1.22
C 0.466 -0.006 0.237 -0.624 -0.827 -0.216 1.03
C 0.372 0.842 1.506 -0.166 -0.190 -0.303 -1.88
C 1.768 -0.811 0.255 -0.162 -0.028 0.095 -1.83
N 0.462 0.805 -0.969 -0.802 -0.392 -1.079 0.18
C 0.607 2.239 -0.971 -0.097 0.130 -0.215 -1.07
C 0.026 0.171 -2.134 1.225 0.540 0.163 0.19
O -0.245 0.770 -3.149 -0.257 0.079 -0.213 -0.58
H 0.093 -2.793 0.430 -0.066 -0.043 0.151 0.30
H -1.672 -2.690 0.556 0.308 0.148 0.024 0.33
H -0.665 -2.033 1.853 0.006 -0.007 0.218 0.29
H -2.334 -0.045 1.137 -0.040 0.078 0.134 0.37
H -1.975 0.689 -0.438 -0.068 0.203 -0.085 0.32
H -2.762 -0.883 -0.355 -0.042 0.013 -0.030 0.42
H 1.226 1.508 1.586 0.139 0.010 0.109 0.45
H 0.349 0.172 2.363 0.061 0.020 0.104 0.39
H -0.529 1.448 1.519 -0.095 0.051 0.026 0.46
H 2.598 -0.118 0.118 -0.023 -0.002 0.072 0.41
H 1.903 -1.335 1.200 0.060 -0.120 0.023 0.43
H 1.794 -1.524 -0.570 -0.011 -0.011 0.038 0.42
H 0.349 2.580 -1.975 0.091 0.000 0.139 0.41
H 1.632 2.532 -0.748 0.126 0.076 0.043 0.30
H -0.058 2.733 -0.260 -0.037 -0.029 0.002 0.32
H 0.062 -0.931 -2.096 -0.154 0.429 0.112 0.37
```
Positions in Å, forces in eV/Å.

- frontier orbital gap (eV) = 9.167
- LUMO level (Ha) = 0.0260



Record 3
The molecule C7H16N2O2S in a non-equilibrium geometry. Source: the OMol25 dataset; level of theory: wB97M-V/def2-TZVPD.

The geometry in XYZ format:
```
28
Properties=species:S:1:pos:R:3:forces:R:3:mulliken_charge:R:1
C -1.650 -1.667 -0.379 -0.074 0.450 -0.209 -0.86
C -1.272 -1.095 -1.717 1.708 2.730 0.318 -0.51
C 0.013 -0.360 0.861 0.710 -0.576 -0.340 -0.58
C 0.977 -0.075 -1.436 -0.295 -3.162 2.168 1.24
C 0.612 1.352 -1.510 -3.852 -1.461 1.660 -1.48
C 2.460 -0.343 -1.211 0.225 -1.611 -1.664 -1.46
C -0.527 1.186 3.521 1.502 -2.759 -0.366 -1.05
N -1.375 -0.764 0.742 -0.106 -1.257 -0.244 -0.38
N 0.197 -1.154 -1.889 1.600 0.992 0.230 -0.22
O -1.057 1.943 0.934 -0.016 -0.869 0.719 -0.79
O 1.213 1.923 1.792 0.778 -0.928 -0.507 -0.73
S -0.036 1.195 1.691 -0.393 1.389 0.920 1.31
H -2.709 -1.871 -0.443 -0.487 -0.029 0.429 0.35
H -1.167 -2.644 -0.293 0.166 -0.020 0.394 0.39
H -1.687 -1.647 -2.523 -0.762 -0.118 -0.842 0.38
H -1.428 0.075 -1.747 -0.664 -2.652 -0.272 0.31
H 0.502 -1.286 1.260 0.516 1.377 0.214 0.42
H 1.210 1.866 -0.817 0.824 0.793 0.778 0.49
H -0.469 1.386 -1.044 2.110 0.734 -1.278 0.18
H 0.642 1.796 -2.458 0.090 0.489 -1.666 0.37
H 2.926 0.605 -1.392 0.681 0.310 -0.036 0.40
H 2.830 -1.096 -2.006 -0.530 1.175 0.970 0.39
H 2.854 -0.750 -0.263 -0.909 0.304 -0.152 0.28
H -1.486 1.611 3.645 -0.970 0.587 -0.021 0.33
H -0.601 0.042 3.877 0.491 2.688 -0.631 0.24
H 0.299 1.807 3.976 -1.052 -1.037 -0.295 0.34
H -1.864 0.072 0.552 -1.094 1.008 -0.160 0.38
H 0.591 -2.108 -1.724 -0.197 1.451 -0.118 0.30
```
Positions in Å, forces in eV/Å.

- frontier orbital gap (alpha / beta) (eV) = 7.009 / 7.008
- LUMO level (alpha / beta) (Ha) = 0.0120 / 0.0120



Record 4
The molecule C7H16N3O2PS in a non-equilibrium geometry. Source: the OMol25 dataset; level of theory: wB97M-V/def2-TZVPD.

The geometry in XYZ format:
```
30
Properties=species:S:1:pos:R:3:forces:R:3:mulliken_charge:R:1
C -0.947 2.138 2.305 -0.921 1.560 -1.140 -1.01
C -1.572 1.398 1.110 -2.584 2.517 -0.163 -0.39
N -0.613 1.130 0.111 1.266 2.539 -1.110 -0.19
C 0.245 0.066 0.336 -0.004 -0.712 -0.627 0.12
N -0.399 -1.110 -0.078 1.351 -3.952 -0.251 -0.11
C -1.558 -1.143 -0.969 -0.086 1.670 0.931 -0.37
C -2.834 -1.699 -0.212 0.250 1.710 0.228 0.32
O -3.935 -1.703 -0.693 0.637 -0.481 -0.029 -0.56
O -2.600 -2.053 1.072 -0.726 0.015 -0.561 -0.55
N 1.518 0.243 -0.363 1.221 -0.542 0.828 -0.26
C 1.904 -0.631 -1.437 0.933 0.823 -0.185 -0.28
C 3.219 -0.028 -2.041 -0.731 -0.466 0.018 -1.26
P 1.589 -0.114 1.602 0.085 1.652 0.552 -0.17
S 1.951 -1.928 2.005 0.127 -1.649 -0.003 -0.39
H -0.925 3.249 2.065 0.259 -1.254 0.456 0.24
H -1.550 1.994 3.175 -0.379 0.092 0.720 0.38
H 0.046 1.767 2.511 0.194 0.046 0.006 0.25
H -2.193 0.603 1.463 0.439 -1.444 0.018 0.20
H -2.451 1.946 0.532 1.779 -0.188 1.444 0.36
H -0.056 2.004 -0.104 -1.068 -1.321 0.433 0.33
H 0.324 -1.901 -0.192 -2.094 1.442 0.713 0.13
H -1.569 -0.043 -1.303 -1.224 -1.741 0.253 0.37
H -1.506 -1.787 -1.822 0.678 -0.350 -0.623 0.40
H -1.734 -1.699 1.316 0.613 -0.261 -0.165 0.40
H 2.006 1.110 -0.413 -0.276 0.851 -0.004 0.46
H 1.085 -0.469 -2.106 -0.305 -0.646 -1.134 0.26
H 1.953 -1.715 -1.138 0.395 1.146 -0.224 0.28
H 3.440 1.051 -1.911 -0.601 -0.486 0.553 0.35
H 4.088 -0.579 -1.725 0.329 -0.206 0.009 0.31
H 3.073 -0.100 -3.095 0.443 -0.362 -0.944 0.38
```
Positions in Å, forces in eV/Å.

- frontier orbital gap (eV) = 8.331
- LUMO level (Ha) = 0.0130



Record 5
An isolated ion of composition C7H16N4 and charge +2 in a non-equilibrium geometry. Source: the OMol25 dataset; level of theory: wB97M-V/def2-TZVPD.

The geometry in XYZ format:
```
27
Properties=species:S:1:pos:R:3:forces:R:3:mulliken_charge:R:1
C -1.923 1.848 0.045 -0.806 0.742 -0.205 -0.97
N -0.749 0.971 0.281 0.255 0.331 -0.120 0.22
C -0.810 0.295 1.626 0.002 -0.424 0.774 -0.54
C -0.473 -1.204 1.618 -0.019 -0.070 -0.033 -0.89
C 0.769 -1.498 0.826 -0.037 -0.052 0.055 0.85
N 1.727 -2.261 1.302 0.233 -0.136 0.020 -0.35
N 0.800 -0.927 -0.340 -2.899 1.832 -0.553 -0.09
C 1.784 -0.686 -1.349 0.527 -0.025 -0.597 -0.50
C 1.300 0.626 -2.030 0.489 -0.135 0.182 -0.67
N -0.152 0.540 -2.022 -0.313 0.119 -0.250 -0.19
C -0.619 0.023 -0.854 2.342 -2.084 0.585 -0.81
H -1.823 2.347 -0.918 0.139 -0.097 0.044 0.36
H -2.839 1.257 0.044 0.119 -0.138 0.058 0.45
H -1.992 2.604 0.825 0.143 -0.119 0.080 0.40
H 0.079 1.578 0.255 -0.100 -0.162 0.037 0.43
H -1.820 0.413 2.024 0.128 0.093 -0.141 0.36
H -0.125 0.816 2.299 -0.086 0.099 -0.190 0.33
H -1.298 -1.786 1.197 0.079 -0.033 0.015 0.36
H -0.360 -1.527 2.653 -0.040 0.047 -0.028 0.43
H 1.662 -2.694 2.212 -0.079 0.067 0.017 0.26
H 2.534 -2.514 0.747 -0.014 0.022 -0.004 0.23
H 1.810 -1.504 -2.074 0.054 0.053 0.070 0.32
H 2.777 -0.547 -0.918 -0.007 -0.039 0.011 0.46
H 1.638 1.497 -1.463 0.031 -0.046 -0.054 0.23
H 1.670 0.725 -3.048 -0.031 0.034 0.068 0.47
H -0.535 0.124 -2.865 -0.141 0.032 0.174 0.37
H -1.495 -0.620 -0.906 0.031 0.087 -0.012 0.47
```
Positions in Å, forces in eV/Å.

- net charge = +2
- frontier orbital gap (eV) = 11.742
- LUMO level (Ha) = -0.2363



Record 6
An isolated ion of composition C7H16N4O2P and charge +1 in a non-equilibrium geometry. Source: the OMol25 dataset; level of theory: wB97M-V/def2-TZVPD.

The geometry in XYZ format:
```
30
Properties=species:S:1:pos:R:3:forces:R:3:mulliken_charge:R:1
C 2.426 2.060 -1.318 0.826 0.750 -2.674 -1.72
C 1.855 1.714 -0.003 0.859 -1.284 -0.097 0.82
C 1.593 3.012 0.758 1.603 -1.788 2.654 -1.34
C 0.580 0.800 -0.135 1.224 1.875 2.206 0.22
O 0.463 -0.065 0.725 -0.952 -0.998 -0.252 -0.65
N -0.401 1.276 -0.936 0.043 -1.113 -0.415 -0.06
C -1.671 0.605 -1.287 2.793 -1.392 -1.472 -0.99
C -1.446 -0.830 -1.917 0.921 0.802 -0.708 -0.36
C -1.019 -1.783 -0.855 0.637 -1.253 -0.289 0.66
O -0.033 -2.487 -0.902 0.497 0.235 -0.362 -0.57
N -1.929 -2.032 0.176 0.144 -0.961 2.834 -0.48
P -1.264 -2.695 1.450 -1.945 0.054 -0.808 0.75
N 0.057 -2.376 2.326 -1.209 0.448 0.139 -0.33
N -2.244 -3.768 2.331 3.492 1.561 -0.275 -0.47
H 1.670 2.642 -1.842 -0.131 0.296 -0.384 0.41
H 3.246 2.792 -1.237 -0.082 -0.433 0.161 0.39
H 2.743 1.295 -2.085 -0.275 0.246 1.295 0.30
H 2.674 1.201 0.593 -1.529 -0.154 -0.633 0.32
H 1.200 3.830 0.210 0.225 0.861 -0.684 0.34
H 2.582 3.141 1.391 -2.094 0.718 -1.505 0.32
H 0.843 2.744 1.486 -0.296 0.277 0.610 0.39
H -0.032 1.876 -1.636 0.035 0.568 -0.566 0.19
H -2.156 1.216 -1.985 -0.660 0.921 -1.033 0.46
H -2.242 0.573 -0.440 -1.627 -0.418 2.200 0.44
H -2.345 -1.272 -2.384 0.077 0.514 0.337 0.38
H -0.636 -0.839 -2.737 -1.186 0.229 1.393 0.28
H 0.515 -1.426 2.234 -0.423 -1.139 -0.321 0.39
H -0.213 -2.695 3.264 0.984 0.423 0.027 0.33
H -1.792 -4.471 2.963 -0.822 0.910 -0.882 0.31
H -3.023 -4.039 1.792 -1.128 -0.755 -0.495 0.29
```
Positions in Å, forces in eV/Å.

- net charge = +1
- frontier orbital gap (eV) = 8.386
- LUMO level (Ha) = -0.1678



Record 7
A 2-piece molecular cluster, C7H16NO overall in a non-equilibrium geometry. Source: the OMol25 dataset; level of theory: wB97M-V/def2-TZVPD.

The geometry in XYZ format:
```
25
Properties=species:S:1:pos:R:3:forces:R:3:mulliken_charge:R:1
C 1.269 -1.529 -2.568 -0.407 0.437 -1.732 -0.72
C 1.479 -1.592 -1.313 -0.341 1.547 0.045 0.59
C -1.802 -0.141 0.623 2.827 -0.180 1.238 -0.99
C -0.677 1.578 1.776 -0.262 -0.312 -1.123 -1.27
C -1.889 2.167 -0.182 2.033 0.714 0.651 -1.02
C 2.640 -2.527 0.549 2.819 -1.261 -4.127 -0.60
C 0.157 0.897 -0.335 2.121 -0.720 -2.387 -0.93
N -1.051 1.107 0.442 0.580 1.444 0.496 0.08
O 1.494 -1.974 -0.155 -0.826 -1.612 2.367 -0.17
H 1.114 -2.404 -3.200 0.168 -0.179 0.269 0.28
H 1.147 -0.579 -3.125 0.300 -0.387 0.638 0.32
H -1.069 -0.842 1.044 -0.212 0.183 0.305 0.37
H -2.570 0.018 1.326 -1.479 -0.047 0.122 0.38
H -1.894 -0.513 -0.327 -1.672 -0.934 -2.251 0.43
H 0.013 2.342 1.759 1.030 2.010 -0.262 0.45
H -1.533 1.727 2.308 -2.530 1.485 1.261 0.52
H -0.275 0.836 2.338 1.826 -2.725 1.089 0.48
H -2.311 1.795 -1.016 -0.999 -1.410 -3.217 0.48
H -2.698 2.458 0.379 -1.718 0.575 2.082 0.45
H -1.300 3.043 -0.429 0.287 -0.114 0.114 0.35
H 3.471 -1.877 0.195 -0.263 -0.401 0.867 0.33
H 2.887 -3.562 0.066 -0.740 1.699 1.124 0.29
H 2.558 -2.588 1.592 -0.831 0.259 1.172 0.27
H -0.041 0.390 -1.309 -0.303 0.909 0.822 0.39
H 0.881 1.768 -0.438 -1.408 -0.982 0.434 0.22
```
Positions in Å, forces in eV/Å.

- net charge = +1
- frontier orbital gap (alpha / beta) (eV) = 5.462 / 8.072
- LUMO level (alpha / beta) (Ha) = -0.1627 / -0.1223



Record 8
A 2-piece molecular cluster, C7H16NO2S2 overall in a non-equilibrium geometry. Source: the OMol25 dataset; level of theory: wB97M-V/def2-TZVPD.

The geometry in XYZ format:
```
28
Properties=species:S:1:pos:R:3:forces:R:3:mulliken_charge:R:1
C -1.185 -2.006 -2.017 1.693 -1.155 0.189 0.62
C -1.836 -0.494 -5.252 0.230 -0.860 2.345 -1.11
C -0.780 0.922 2.681 2.030 -0.923 -0.989 -1.08
C 3.036 0.545 2.209 -2.061 -1.346 -3.931 -1.06
C 1.837 2.156 3.663 3.616 -0.391 2.351 -1.13
C -2.371 -0.911 -3.817 -1.086 0.768 0.224 -0.27
C 0.660 0.625 2.229 -1.066 -1.223 -1.571 0.99
N 1.812 1.133 2.670 -2.169 -1.964 -0.615 0.09
O 0.678 -0.247 1.210 0.402 0.645 0.760 -0.32
O -1.526 -1.972 -3.246 -0.252 0.102 -1.699 -0.25
S 0.011 -3.362 -1.801 -0.952 0.852 -0.302 -0.11
S -1.641 -0.940 -0.878 -0.421 0.727 1.184 -0.51
H -0.835 -0.117 -5.017 -0.118 0.108 -0.555 0.30
H -1.775 -1.281 -5.989 -0.015 -0.483 0.130 0.32
H -2.454 0.275 -5.667 -0.359 0.614 0.020 0.36
H -0.741 1.818 3.265 -1.051 0.625 -0.077 0.39
H -1.167 0.074 3.232 0.389 -0.191 0.783 0.33
H -1.347 0.753 1.744 -0.140 1.495 0.540 0.34
H 2.703 -0.099 1.362 0.311 0.110 0.645 0.34
H 3.690 1.128 1.637 1.047 1.849 0.115 0.42
H 3.491 -0.134 2.818 1.228 -1.219 2.395 0.42
H 1.527 1.867 4.729 0.501 0.359 -1.738 0.29
H 2.932 2.561 3.611 -1.843 -0.962 0.768 0.34
H 1.358 2.954 3.263 -2.178 2.557 -0.577 0.55
H -3.430 -1.352 -3.733 1.551 0.873 -0.458 0.30
H -2.283 -0.015 -3.104 -0.292 -1.291 -1.176 0.31
H -0.180 -3.395 -0.490 0.100 -0.032 0.385 0.14
H -0.185 -0.487 0.690 0.904 0.353 0.855 0.00
```
Positions in Å, forces in eV/Å.

- net charge = +1
- frontier orbital gap (eV) = 9.127
- LUMO level (Ha) = -0.1168



Record 9
C7H16NO2Si2 as an isolated structure in a non-equilibrium geometry. Source: the OMol25 dataset; level of theory: wB97M-V/def2-TZVPD.

The geometry in XYZ format:
```
28
Properties=species:S:1:pos:R:3:forces:R:3:mulliken_charge:R:1
C 2.473 0.608 2.447 0.301 1.806 1.953 -0.56
C 2.373 -0.333 1.538 -1.050 -2.552 -0.830 -0.16
C -0.834 -1.798 -0.086 0.047 -0.866 -0.656 0.57
C -2.950 0.503 1.537 -2.209 -1.531 0.499 -1.02
C -2.698 0.674 -1.686 1.233 -0.387 -1.499 -0.96
C 1.714 1.275 -1.104 -1.810 3.193 2.579 -1.12
C 2.255 -1.641 -1.356 -0.872 -2.052 5.136 -1.17
N -0.257 -0.489 -0.040 -1.207 -1.319 0.534 0.60
O -2.091 -1.732 -0.296 -0.527 1.623 0.607 -0.67
O -0.211 -2.849 -0.008 0.991 -0.255 0.437 -0.76
Si -1.815 0.387 0.003 -0.401 -0.857 -0.720 0.40
Si 1.433 -0.281 -0.124 1.428 -1.051 -1.370 0.10
H 2.819 0.418 3.472 0.111 -0.374 -0.321 0.24
H 2.221 1.715 2.421 0.069 -1.447 -0.931 0.19
H 2.567 -1.470 1.802 -0.040 2.429 -0.149 0.18
H -3.784 -0.283 1.836 1.544 1.155 -1.317 0.27
H -2.329 0.407 2.432 0.181 0.816 -0.010 0.29
H -3.521 1.470 1.446 0.894 -0.604 0.453 0.25
H -2.937 -0.346 -2.207 0.104 2.018 1.104 0.24
H -3.570 1.336 -1.537 0.120 -0.492 -0.242 0.31
H -1.982 1.246 -2.416 -1.177 -0.940 1.315 0.23
H 2.369 1.181 -1.906 1.510 -0.042 -1.165 0.41
H 0.809 1.802 -1.484 0.064 -1.089 -0.072 0.26
H 1.974 2.149 -0.393 0.558 -1.317 -0.952 0.27
H 1.601 -2.574 -1.248 0.906 1.378 -0.633 0.29
H 2.221 -1.122 -2.209 -0.339 1.398 -3.767 0.35
H 3.309 -1.919 -1.148 -0.521 0.286 0.127 0.32
H -1.157 1.668 0.312 0.090 1.071 -0.109 -0.35
```
Positions in Å, forces in eV/Å.

- net charge = -1
- frontier orbital gap (eV) = 8.547
- LUMO level (Ha) = 0.1300



no.,E (eV)
1,-10497.2543
2,-12545.8240
3,-25424.2084
4,-36205.9634
5,-13462.7374
6,-26855.8345
7,-11042.0860
8,-34765.8667
9,-28861.5857